C42H48N8NiO2 | ωB97M-V/def2-TZVPD

The multiplicity is 3. As for the net charge: 0. The calculated total energy comes out at -3726.21260 Ha. The calculation puts the frontier orbital gap (alpha / beta) at 8.13 / 7.99 eV. The value obtained for the HOMO energy (alpha / beta) is -8.1 / -8.3 eV. As for the expectation value of S²: 2.0066.

Geometry as XYZ:
```
101
Properties=species:S:1:pos:R:3:forces:R:3:lowdin_spin:R:1
H -2.44379 0.69800 1.35227 -0.03 -0.03 0.01 0.00
H 3.99475 3.39773 1.38832 -0.05 0.07 -0.02 0.00
H 2.15519 -0.79297 -3.41438 0.08 -0.03 -0.09 0.00
C 2.41610 3.94744 -1.90627 -0.05 0.01 0.09 0.00
C 0.75778 4.31042 0.49307 0.01 -0.01 0.03 0.00
C 3.40949 2.37843 -3.40975 0.00 -0.03 -0.07 0.00
H 6.12350 0.54132 -2.38982 0.01 0.02 -0.04 0.00
C 2.00149 3.41445 0.51733 0.06 0.21 -0.19 0.00
H 3.12256 -0.07720 -4.71667 0.00 -0.06 0.07 0.00
N 3.03817 0.78024 -0.07359 -0.39 0.00 -0.19 0.07
C -3.82338 -2.31760 1.21187 -0.01 -0.03 -0.03 0.00
C -4.70153 0.64136 -1.13600 0.06 0.12 0.07 0.00
H 0.03651 3.97181 -0.25990 0.05 0.01 0.09 0.00
C -1.59662 1.36968 1.21811 0.01 -0.01 -0.07 0.00
N -5.58490 1.28339 0.83693 0.13 0.06 -0.13 0.00
C 3.02719 1.75208 -1.11537 0.28 0.11 0.08 0.00
H -0.62716 -2.09570 -3.08797 -0.06 -0.03 0.07 0.00
H -0.80637 1.04194 1.88711 0.07 -0.01 0.08 0.00
N 2.82199 -1.09298 1.64183 -0.07 0.06 -0.11 0.06
H 2.83824 4.37087 -3.96728 0.00 -0.05 0.04 0.00
H -1.18523 -2.34222 5.89344 -0.04 0.00 -0.07 0.00
C -1.41903 -1.33660 3.97976 -0.19 -0.03 0.10 0.00
C -2.97729 -2.48036 0.12760 0.00 0.04 -0.04 0.00
H 5.89052 -0.85884 -3.45678 -0.04 0.09 0.03 0.00
H -2.09377 -2.94082 -2.59227 0.03 0.10 0.02 0.00
H -1.60825 0.84052 4.20808 -0.02 0.04 -0.09 0.00
H -2.98379 3.45256 -0.59756 0.03 0.10 0.12 0.00
N 0.05753 0.83352 -0.59922 -0.26 0.02 0.37 0.03
H -3.76263 0.11642 -3.03121 -0.07 -0.03 0.06 0.00
H 2.81920 4.38423 2.28976 0.04 -0.04 -0.10 0.00
H -7.32131 -0.93666 0.35953 0.08 0.01 -0.08 0.00
C 5.50953 0.13332 -3.19363 -0.06 0.01 0.02 0.00
H -3.13564 -0.02827 4.37142 0.10 -0.02 0.06 0.00
H -3.38484 -2.82512 -0.81796 0.02 0.07 0.08 0.00
H 0.17103 -1.89311 -0.86217 0.27 0.28 0.04 0.00
C 4.04764 0.04880 -2.73970 0.06 0.08 -0.13 0.00
C -6.55520 -0.71591 -0.37598 -0.11 -0.08 0.06 0.00
Ni 1.38184 -0.13151 0.63474 0.49 -0.38 -0.02 1.70
H -4.88126 -2.52790 1.11235 0.03 0.02 0.00 0.00
H -3.96957 -1.80453 3.27869 0.08 -0.02 -0.05 0.00
N -4.64154 2.10257 0.56523 -0.30 -0.56 -0.31 0.00
C -1.37951 -2.16494 -2.29553 0.05 -0.04 0.00 0.00
H -5.32421 -1.77715 -3.36135 0.00 0.01 0.03 0.00
C 3.14647 4.08031 1.28901 0.01 0.00 0.05 0.00
C -1.09588 1.33373 -0.17898 0.21 -0.02 -0.35 0.00
C -1.09059 -1.81888 1.47969 0.03 -0.28 0.16 0.00
O 0.60862 -3.45527 2.93536 0.04 -0.02 -0.13 0.02
N 0.31085 -1.56870 1.61579 -0.21 0.25 -0.59 0.06
H 0.29255 -4.19639 -0.01755 -0.05 0.02 -0.05 0.00
C 4.80028 -2.58287 2.73058 -0.06 0.05 -0.02 0.00
H 0.26954 4.30841 1.47338 0.06 0.03 -0.09 0.00
C -1.94244 -1.67186 2.58877 0.12 -0.02 0.06 0.00
H 4.01785 -0.56256 -1.84273 0.00 -0.05 0.14 0.00
O 5.32935 0.91545 0.28001 -0.05 -0.06 -0.11 0.02
C -2.06333 -0.07539 4.58565 -0.04 -0.12 -0.09 0.00
H 1.02054 5.34758 0.26421 -0.05 -0.07 -0.02 0.00
H 1.75024 2.50650 1.05323 -0.13 -0.27 0.10 0.00
H -1.10891 -4.63585 -1.00178 0.06 0.02 0.00 0.00
H -3.29093 2.80717 -2.21568 -0.02 0.07 -0.14 0.00
H 3.17501 -3.80916 3.50714 0.03 0.03 -0.04 0.00
N -1.75858 1.86111 -1.23358 -0.14 0.16 -0.13 0.00
C 4.22386 0.42634 0.47389 0.01 0.22 -0.15 0.01
H -1.17568 -3.43199 4.49181 -0.06 0.09 0.05 0.00
C -5.67463 0.35159 -0.18889 -0.06 0.14 0.22 0.00
H 1.01161 0.78663 -2.53797 -0.21 0.07 0.13 0.00
C 2.49692 -2.15803 2.34871 -0.15 -0.05 -0.09 0.00
N -4.07958 1.74174 -0.62419 0.12 0.25 0.01 0.00
H 6.13521 -1.17773 1.73215 -0.04 -0.02 0.04 0.00
H -1.91100 2.37600 1.50058 0.02 0.00 -0.03 0.00
C 0.14357 1.07115 -1.96003 0.15 -0.24 0.13 0.00
C 1.01926 -2.46821 2.33816 -0.14 0.10 0.12 0.01
C -5.40565 -1.16285 -2.47300 0.06 0.11 0.01 0.00
H -2.70287 -2.72606 5.06357 0.08 0.04 0.01 0.00
H -7.06711 -2.30030 -1.70961 0.05 0.07 0.02 0.00
C -0.71388 -2.50665 -0.95781 -0.26 -0.21 0.02 0.00
H 3.58368 -1.64003 -4.02192 -0.04 0.06 0.00 0.00
C 2.88213 3.63505 -3.17174 -0.03 0.05 -0.02 0.00
C 2.47286 3.01949 -0.87068 0.13 0.06 0.09 0.00
C 4.07593 -0.74883 1.41039 0.00 0.15 0.01 0.00
C 3.49399 1.42414 -2.40082 0.02 -0.09 0.09 0.00
H 2.00750 4.93570 -1.71685 0.02 -0.10 -0.02 0.00
H 3.49020 4.97207 0.75483 -0.02 -0.06 0.06 0.00
H -1.94001 -0.07596 5.67164 0.02 0.02 -0.06 0.00
C -1.63426 -2.53676 4.91469 -0.03 -0.06 -0.05 0.00
C -1.61088 -2.23560 0.23772 0.06 0.11 0.06 0.00
H -1.91277 -1.21136 -2.24318 0.08 -0.06 -0.01 0.00
H -1.28644 2.06979 -3.33481 0.03 -0.05 0.12 0.00
C 3.47063 -2.94082 2.93324 0.17 -0.14 0.12 0.00
C 3.17547 -0.65288 -3.78751 0.00 0.00 0.03 0.00
C -6.40641 -1.46092 -1.52425 -0.05 -0.06 0.07 0.00
H 5.59106 -3.17943 3.16677 0.00 0.00 0.00 0.00
C -0.97573 1.70394 -2.36812 -0.22 0.05 0.06 0.00
C -4.53350 -0.10972 -2.30234 0.00 0.01 -0.09 0.00
H 3.76368 2.13316 -4.40697 0.00 0.00 0.09 0.00
C -3.30268 -1.91535 2.42820 -0.05 0.07 0.06 0.00
H 0.41225 -4.17285 -1.79188 -0.05 0.01 0.07 0.00
H -0.34659 -1.17198 3.90493 0.03 0.07 0.04 0.00
C -0.24552 -3.96631 -0.94093 0.02 -0.01 0.00 0.00
C 5.11764 -1.47691 1.94603 0.15 -0.10 0.13 0.00
C -3.03924 2.54691 -1.19246 0.07 -0.22 0.05 0.00
H 5.61293 0.77977 -4.07097 0.00 -0.08 0.06 0.00
```
Positions in Å, forces in eV/Å.



C42H49BN6S3Tl | ωB97M-V/def2-TZVPD

The multiplicity is 1. As for the net charge: -1. The calculated total energy comes out at -3350.33685 Ha. The calculation puts the frontier orbital gap at 4.92 eV. The value obtained for the HOMO energy is -2.8 eV.

Geometry as XYZ:
```
102
Properties=species:S:1:pos:R:3:forces:R:3:lowdin_charge:R:1
H -3.28965 -5.95169 -3.63655 0.00 0.00 0.00 0.09
C -4.25911 3.51636 3.30114 -0.01 0.00 0.01 -0.12
H 3.64588 -0.59206 -6.45616 0.00 0.00 0.00 0.09
C -2.50355 -0.01868 5.20335 0.01 0.01 -0.04 -0.06
H -1.63585 -4.39140 -0.24829 0.00 -0.01 0.00 0.06
H -5.33806 3.40462 3.31180 0.00 0.00 0.00 0.09
H 3.23560 -2.39017 -4.68718 -0.01 0.00 0.00 0.07
C 2.75580 -0.97377 -6.96049 0.01 0.00 -0.01 -0.06
S 3.40578 -0.60232 -1.87766 0.03 -0.02 0.02 0.70
H -3.93482 1.42326 3.54070 0.00 -0.04 0.03 0.10
C 1.72505 -1.48745 -5.95194 -0.02 0.00 0.01 -0.54
C -3.50100 -1.35870 -0.89442 -0.01 0.02 -0.02 -0.25
C 2.32746 -2.68880 -5.21591 -0.01 -0.01 0.00 -0.05
N -1.21032 -1.13904 -1.55471 -0.02 -0.04 0.03 0.01
C -2.05935 2.47420 3.42901 0.00 0.04 -0.04 -0.20
C -1.18217 1.30199 3.51158 0.03 -0.05 -0.02 -0.24
H -1.07724 -3.68788 1.25807 0.00 0.00 0.02 0.08
H -0.31669 -2.22850 -6.00100 0.01 0.00 -0.01 0.06
H -4.36596 -3.10786 -4.47824 0.00 0.00 0.00 0.08
C -3.36260 -3.43275 -4.76322 0.00 0.00 0.00 -0.04
H -0.21119 -1.16470 3.00772 -0.01 0.01 0.00 0.09
H 1.63755 -3.08858 -4.47576 -0.04 -0.02 0.01 0.07
H 2.91972 -5.25018 -0.63263 0.01 -0.01 -0.01 0.12
H 2.57721 -3.47408 -5.93382 0.00 0.00 0.00 0.09
H -4.32396 -0.95202 1.02686 -0.01 0.00 0.00 0.08
H -0.61817 -3.50661 -4.39152 0.03 -0.01 0.01 0.04
H -0.43300 3.84630 3.17522 0.00 0.00 0.00 0.11
C -1.51118 3.75280 3.22272 0.00 0.00 0.02 -0.04
S -2.13690 0.68227 0.21568 0.01 -0.10 0.00 0.76
C 1.31698 3.35098 -4.49438 0.00 -0.01 0.01 -0.09
S 0.60919 2.52647 -1.69303 -0.04 0.03 -0.09 0.68
H 1.59602 3.53949 -5.53110 0.00 0.00 0.00 0.08
C 1.10959 1.40984 2.21070 -0.08 -0.03 -0.10 -0.22
N 0.91934 -0.81521 -3.79297 -0.01 0.05 -0.03 0.15
H -1.24204 -5.13748 -4.72929 0.00 0.00 0.00 0.09
N -1.35295 -2.16270 -2.42162 -0.03 0.00 -0.02 0.16
C -3.69539 4.77176 3.11746 0.00 0.00 0.00 -0.13
H 1.23442 -6.82922 -0.61860 0.01 0.00 -0.01 0.08
H -0.33482 -7.15205 0.12112 0.01 -0.01 0.01 0.09
H -2.77138 -5.46338 -2.01846 0.00 0.00 0.01 0.07
C 0.24523 -6.40832 -0.42945 -0.02 0.01 -0.02 -0.04
C 1.10520 -4.06586 -0.40856 0.14 -0.05 0.02 -0.22
H 4.92786 -4.45334 -1.56942 0.00 0.00 0.00 0.08
H 0.49255 -6.07469 2.30722 0.01 0.00 -0.01 0.09
H 3.06164 -1.79540 -7.61111 0.00 0.00 0.00 0.08
H 1.81526 1.31978 -6.18355 0.00 0.00 0.00 0.11
Tl 0.67605 0.63527 0.29072 0.07 -0.04 0.14 0.76
H -2.95167 0.89614 5.56678 -0.03 0.04 -0.02 0.10
H -4.32012 5.64868 3.00003 0.00 0.00 0.00 0.08
C -2.48498 -2.77576 -2.54016 0.02 0.01 0.01 -0.23
C -1.09223 -4.60735 0.67253 0.02 0.00 -0.02 -0.04
H 0.38103 3.86268 -4.26752 0.00 0.00 0.00 0.08
H -0.59242 -4.71783 -3.12774 -0.01 0.02 0.00 0.07
C -4.63584 -0.93791 -0.01895 -0.01 -0.03 -0.01 -0.08
C 2.45331 -4.28750 -0.80305 -0.04 0.05 0.02 0.04
C 2.51932 -1.98609 -1.51912 0.08 -0.03 0.05 -0.67
H -1.63504 -5.37039 1.23519 0.00 0.00 0.00 0.09
C -2.56845 -3.91923 -3.54360 0.00 0.02 0.00 -0.54
H -0.82112 -3.28451 4.07297 0.01 -0.02 -0.02 0.08
H -1.84258 5.83861 2.91342 0.00 0.00 0.00 0.09
H -4.54327 -2.92980 -1.84103 -0.01 0.00 -0.01 0.12
C -2.26042 -2.41279 5.40447 0.01 0.00 0.00 -0.14
C -3.46227 2.39176 3.44890 0.03 -0.01 0.02 -0.07
C 1.18689 1.88284 -4.24961 0.00 -0.01 -0.02 -0.26
H -3.57156 -1.21653 6.61145 0.00 0.00 0.00 0.09
H 2.35434 -0.18630 -7.60088 0.00 0.00 0.00 0.07
C -2.30940 4.87253 3.07022 0.00 0.00 0.00 -0.11
H -2.85772 -2.59014 -5.23873 0.01 0.01 0.00 0.08
H 5.21948 -2.74862 -1.12837 0.00 -0.01 0.01 0.07
C 1.05228 -5.35804 1.70148 -0.01 -0.04 0.03 -0.04
C 0.45249 -1.90199 -6.70051 -0.01 0.01 -0.01 -0.04
N 0.64600 0.06216 -2.81514 0.01 -0.08 -0.04 -0.03
H 2.06756 3.77860 -3.82836 0.00 0.00 0.00 0.08
C -3.60861 -2.38930 -1.75996 0.01 -0.02 0.02 0.04
H 0.05154 -1.06461 -7.27735 -0.01 0.00 0.00 0.09
N 1.17810 -1.96161 -1.30532 -0.11 0.01 0.00 -0.02
C -2.23645 -0.65419 -0.80132 0.05 0.08 0.04 -0.61
C -1.30681 -2.36931 4.39361 0.00 0.02 0.00 -0.12
H 2.05471 -5.76183 1.54198 -0.01 0.01 0.00 0.08
C 1.36278 -0.40507 -4.94003 0.00 0.01 -0.01 -0.22
N 0.51450 -2.94899 -0.67764 -0.04 0.03 -0.10 0.17
H -0.24257 -6.24190 -1.39318 0.01 -0.01 0.03 0.07
H -4.31993 -4.90669 -2.66490 0.00 -0.01 0.00 0.07
C 4.60171 -3.42411 -1.72050 0.00 0.01 0.00 -0.08
C 3.16436 -3.27059 -1.34493 -0.04 0.01 -0.01 -0.26
C 1.47862 0.97732 -5.21418 0.00 0.00 0.01 0.05
C 0.79982 1.40312 -2.94805 0.00 0.02 0.00 -0.64
C -0.96562 -1.17318 3.78610 0.00 0.00 -0.02 -0.04
C -1.16950 -4.34714 -3.97810 0.02 0.01 0.00 -0.05
H 1.14623 -4.43127 2.26963 -0.01 0.01 0.01 0.09
H 0.66564 -2.72200 -7.39073 0.00 0.00 -0.01 0.09
C 0.00600 1.35010 2.82421 0.01 0.03 0.09 -0.33
H -2.52854 -3.34970 5.87705 0.00 0.00 0.00 0.08
B 0.29573 -0.68332 -1.47890 0.04 0.05 0.02 -0.76
H -4.92892 0.09045 -0.23380 0.01 0.00 0.01 0.08
H 4.75520 -3.13743 -2.76222 0.00 0.00 0.00 0.07
H -3.46088 -4.23563 -5.49785 0.00 0.00 0.00 0.08
C -3.28274 -5.12564 -2.92196 0.00 0.00 -0.01 -0.05
H -5.48998 -1.60090 -0.15978 0.00 0.00 -0.01 0.08
C 0.32194 -5.10580 0.37631 -0.04 0.03 0.00 -0.54
C -2.84539 -1.21831 5.80566 -0.01 0.00 0.00 -0.12
C -1.56357 0.04762 4.15700 0.01 -0.01 0.04 -0.18
```
Positions in Å, forces in eV/Å.